[1]
C33H81N2O23S7 | the ωB97M-V functional and the def2-TZVPD basis

<S²> ... 0.75
E_tot ... -161450.085 eV
Molar mass ... 1098.47 g/mol

Geometry as ORCA input:
```
! wB97M-V def2-TZVPD RIJCOSX def2/J DEFGRID3
* xyz 0 2
C -1.299 0.352 -2.300
C -0.997 -0.150 -0.862
C -2.162 0.224 0.050
C 0.324 0.465 -0.300
C 1.485 -0.523 -0.104
O 2.709 0.221 -0.026
C 1.382 -1.311 1.207
C 1.633 -0.498 2.482
C 1.391 -1.362 3.733
N 0.645 -0.626 4.762
C 1.532 -1.442 -1.326
C 0.270 -2.314 -1.532
C 0.453 -3.696 -0.883
C 0.030 -2.551 -3.045
N -0.904 -1.645 -0.894
O -1.523 -2.289 0.015
H -0.627 1.159 -2.599
H -2.319 0.748 -2.354
H -1.233 -0.453 -3.032
H -1.933 -0.026 1.089
H -3.082 -0.281 -0.246
H -2.300 1.310 -0.009
H 0.694 1.224 -0.998
H 0.122 0.985 0.642
H 3.043 0.356 -0.919
H 0.382 -1.756 1.270
H 2.100 -2.141 1.167
H 2.653 -0.110 2.472
H 0.963 0.372 2.513
H 2.352 -1.666 4.166
H 0.872 -2.285 3.432
H -0.061 -0.046 4.323
H 0.158 -1.275 5.368
H 2.405 -2.102 -1.252
H 1.691 -0.802 -2.209
H 1.358 -4.136 -1.316
H -0.386 -4.354 -1.115
H 0.574 -3.650 0.200
H -1.015 -2.820 -3.219
H 0.312 -1.695 -3.664
H 0.653 -3.400 -3.346
O 2.798 -6.872 -2.834
S 2.043 -6.516 -4.001
O 0.816 -5.797 -3.837
O 1.803 -7.806 -4.882
C 1.225 -8.973 -4.221
C -0.273 -8.854 -4.063
C 3.069 -5.645 -5.133
H 1.724 -9.121 -3.266
H 1.492 -9.795 -4.881
H -0.541 -8.080 -3.346
H -0.665 -9.804 -3.698
H -0.742 -8.621 -5.020
H 3.987 -6.207 -5.278
H 3.273 -4.675 -4.683
H 2.525 -5.520 -6.065
O -2.065 2.860 7.202
S -1.742 3.589 6.011
O -1.640 2.875 4.771
O -0.407 4.414 6.252
C 0.736 3.704 6.796
C 1.424 2.842 5.761
C -2.827 4.953 5.816
H 0.406 3.120 7.655
H 1.385 4.502 7.152
H 0.801 1.999 5.472
H 2.350 2.443 6.174
H 1.658 3.423 4.868
H -2.855 5.507 6.750
H -3.806 4.540 5.581
H -2.475 5.579 5.001
O 3.616 0.547 -4.887
S 2.408 0.271 -5.608
O 1.937 -1.079 -5.682
O 2.538 0.871 -7.073
C 3.743 0.557 -7.818
C 3.705 -0.835 -8.410
C 1.112 1.308 -5.041
H 4.602 0.700 -7.163
H 3.773 1.317 -8.595
H 3.739 -1.599 -7.635
H 4.566 -0.967 -9.066
H 2.796 -0.979 -8.992
H 1.461 2.336 -5.026
H 0.866 0.970 -4.036
H 0.255 1.186 -5.698
O 0.494 -10.206 -0.452
S -0.191 -9.333 0.459
O -1.034 -8.308 -0.071
O 0.860 -8.720 1.471
C 2.003 -8.012 0.909
C 1.687 -6.569 0.603
C -1.098 -10.289 1.623
H 2.350 -8.551 0.027
H 2.764 -8.095 1.684
H 0.962 -6.478 -0.202
H 2.601 -6.064 0.291
H 1.287 -6.069 1.486
H -0.442 -11.046 2.043
H -1.918 -10.748 1.075
H -1.481 -9.623 2.392
O -1.171 9.321 4.749
S -2.405 9.016 4.088
O -2.875 7.662 4.097
O -2.340 9.543 2.596
C -1.192 9.117 1.802
C -1.336 7.701 1.295
C -3.679 10.080 4.666
H -0.294 9.250 2.406
H -1.163 9.835 0.985
H -1.314 6.984 2.114
H -0.524 7.465 0.609
H -2.283 7.579 0.769
H -3.324 11.106 4.618
H -3.882 9.790 5.694
H -4.560 9.934 4.047
O -5.855 0.417 2.451
S -6.028 -0.519 3.522
O -6.456 -0.038 4.801
O -4.710 -1.382 3.677
C -3.441 -0.674 3.690
C -3.129 -0.045 5.027
C -7.092 -1.824 3.011
H -3.451 0.068 2.890
H -2.713 -1.440 3.429
H -3.814 0.766 5.268
H -2.126 0.375 4.992
H -3.181 -0.782 5.830
H -6.740 -2.208 2.057
H -8.086 -1.393 2.912
H -7.086 -2.595 3.776
O 0.628 7.175 -1.430
S 0.888 6.801 -2.790
O 0.614 5.457 -3.197
O 2.385 7.180 -3.148
C 3.416 6.786 -2.200
C 3.759 5.317 -2.301
C 0.089 7.917 -3.887
H 3.085 7.061 -1.198
H 4.263 7.413 -2.467
H 2.932 4.690 -1.971
H 4.623 5.108 -1.669
H 4.006 5.050 -3.328
H 0.331 8.934 -3.591
H -0.978 7.730 -3.794
H 0.426 7.708 -4.899
*
```

---

[2]
C25H33N3O3Ru | the ωB97M-V functional and the def2-TZVPD basis

Energy relative to the best compared isomer or geometry (same formula, charge and spin) ... 0.0 kcal per mole
<S²> ... 0.76
Molar mass ... 524.63 g/mol

Geometry as ORCA input:
```
! wB97M-V def2-TZVPD RIJCOSX def2/J DEFGRID3
* xyz 1 2
Ru -0.046 -0.017 -0.015
C -2.908 0.510 -1.027
N -2.101 -0.671 -0.643
C -2.879 -1.424 0.412
C -2.232 -1.492 1.777
C -1.914 -0.122 2.376
N -0.565 0.278 1.979
C 0.326 0.352 2.900
C 1.727 0.626 2.738
C 2.496 0.730 3.914
C 3.835 1.021 3.874
C 4.443 1.220 2.628
C 3.720 1.123 1.463
C 2.349 0.816 1.486
O 1.725 0.746 0.327
C -1.980 -1.565 -1.833
C -1.480 -0.930 -3.130
C -0.188 -0.108 -3.024
N 0.589 -0.580 -1.892
C 1.718 -1.167 -2.056
C 2.422 -1.868 -1.021
C 3.688 -2.401 -1.329
C 4.371 -3.184 -0.434
C 3.773 -3.479 0.797
C 2.527 -2.991 1.116
C 1.827 -2.164 0.225
O 0.631 -1.735 0.610
H -3.864 0.187 -1.449
H -2.380 1.121 -1.752
H -3.102 1.117 -0.147
H -3.068 -2.435 0.052
H -3.853 -0.937 0.499
H -1.306 -2.065 1.725
H -2.909 -2.041 2.436
H -1.988 -0.148 3.465
H -2.621 0.634 2.023
H 0.001 0.206 3.932
H 2.003 0.576 4.867
H 4.411 1.097 4.784
H 5.500 1.448 2.579
H 4.189 1.262 0.497
H -2.967 -1.991 -2.040
H -1.325 -2.386 -1.538
H -2.258 -0.317 -3.587
H -1.319 -1.770 -3.809
H -0.423 0.944 -2.862
H 0.382 -0.181 -3.953
H 2.137 -1.220 -3.063
H 4.118 -2.180 -2.299
H 5.347 -3.579 -0.678
H 4.296 -4.103 1.510
H 2.062 -3.216 2.066
C -0.327 4.360 0.116
C 0.946 3.965 -0.628
C 0.489 2.754 -1.411
O -0.502 2.093 -0.563
C -0.898 3.009 0.502
H -1.009 4.901 -0.542
H -0.136 4.974 0.994
H 1.735 3.684 0.071
H 1.318 4.752 -1.282
H 1.282 2.042 -1.614
H -0.016 3.044 -2.336
H -0.472 2.650 1.436
H -1.985 2.992 0.565
*
```